2 unconnected molecules or ions with the total composition C26H44ClNO3P at a distorted geometry, computed with ωB97M-V with the def2-TZVPD basis set.

```
! wB97M-V def2-TZVPD RIJCOSX def2/J DEFGRID3
* xyz -1 1
C 2.297 -3.342 3.233
C 0.954 -2.467 3.210
C 1.113 -1.312 4.282
C 1.415 0.118 3.686
C 0.412 0.596 2.567
C -0.807 1.448 3.090
C -1.811 0.655 4.011
C -2.552 -0.556 3.305
C -2.950 -0.277 1.790
C -2.178 -1.286 0.842
C -3.096 -2.207 -0.052
C -2.139 -3.336 -0.669
C -1.181 -2.758 -1.779
C 0.363 -2.993 -1.503
C 1.259 -1.724 -1.727
C 1.439 -1.174 -3.215
C 1.401 0.424 -3.006
C 1.059 0.922 -4.472
C 1.101 2.489 -4.689
C 0.418 3.335 -3.577
C 1.020 3.620 -2.279
C 0.371 4.382 -1.216
C -0.962 4.910 -1.459
C -1.605 4.685 -2.763
C -0.927 3.903 -3.808
P 3.211 0.704 -2.421
O 4.010 1.769 -3.473
O 3.235 1.242 -0.811
C 0.286 0.440 -1.891
O -0.735 1.063 -1.796
N 0.730 -0.562 -0.944
H 2.183 -4.183 2.505
H 3.126 -2.628 2.977
H 2.444 -3.673 4.291
H 0.842 -2.115 2.154
H 0.070 -3.092 3.526
H 0.245 -1.302 4.996
H 2.013 -1.590 4.914
H 2.463 0.183 3.281
H 1.307 0.850 4.542
H 0.002 -0.222 1.921
H 0.999 1.274 1.871
H -1.272 1.955 2.201
H -0.380 2.284 3.727
H -1.194 0.211 4.838
H -2.554 1.334 4.499
H -3.506 -0.723 3.864
H -1.962 -1.505 3.425
H -4.051 -0.492 1.663
H -2.792 0.777 1.449
H -1.549 -0.678 0.142
H -1.477 -1.976 1.395
H -3.959 -2.658 0.512
H -3.512 -1.628 -0.930
H -1.587 -3.760 0.219
H -2.821 -4.147 -1.044
H -1.393 -1.662 -1.904
H -1.439 -3.262 -2.747
H 0.486 -3.439 -0.480
H 0.718 -3.780 -2.238
H 2.295 -1.825 -1.301
H 2.358 -1.547 -3.746
H 0.492 -1.554 -3.699
H 0.056 0.527 -4.775
H 1.849 0.482 -5.151
H 0.519 2.694 -5.638
H 2.137 2.888 -4.890
H 2.051 3.226 -2.102
H 0.941 4.504 -0.264
H -1.450 5.491 -0.638
H -2.629 5.087 -2.928
H -1.466 3.749 -4.779
H 3.973 2.671 -3.095
H 3.577 2.157 -0.798
H 1.296 -0.259 -0.154
Cl -2.601 -1.358 5.921
*
```

The strongest force on any atom comes out at 0.05489 Eh/bohr. For the HOMO-LUMO gap, the calculation gives 5.3 eV.

Löwdin atomic charge list, values in e, 4 entries:
1. C -0.13
2. C -0.25
3. C -0.21
4. C -0.19

=====

A gas-phase ion, C26H44FSi4 (charge +1) at a distorted geometry, computed with ωB97M-V with the def2-TZVPD basis set.

```
! wB97M-V def2-TZVPD RIJCOSX def2/J DEFGRID3
* xyz 1 1
C 2.307 1.876 -3.389
Si 0.644 1.329 -2.706
C -0.067 2.693 -1.631
C -0.518 1.050 -4.188
Si 0.896 -0.657 -1.470
Si 0.284 -2.380 -2.898
C 1.284 -2.219 -4.490
C 0.637 -4.041 -2.098
C -1.556 -2.255 -3.258
Si 3.192 -0.966 -1.110
C 4.222 -0.979 -2.671
C 3.701 0.487 -0.010
C 3.473 -2.595 -0.214
C 0.246 -0.860 0.430
C -1.192 -0.856 0.808
C -1.721 -1.986 1.600
C -2.018 0.349 0.791
H 2.150 2.918 -3.715
H 3.137 1.873 -2.667
H 2.623 1.297 -4.268
H 0.010 3.629 -2.216
H -1.129 2.565 -1.357
H 0.503 2.842 -0.699
H -0.652 2.047 -4.632
H -0.105 0.385 -4.958
H -1.503 0.669 -3.892
H 0.754 -2.832 -5.229
H 1.366 -1.202 -4.886
H 2.294 -2.623 -4.371
H 0.113 -4.788 -2.714
H 1.704 -4.294 -2.083
H 0.250 -4.117 -1.074
H -1.875 -3.246 -3.603
H -2.148 -1.999 -2.372
H -1.778 -1.527 -4.046
H 5.266 -1.010 -2.334
H 4.040 -1.866 -3.283
H 4.100 -0.095 -3.301
H 4.784 0.376 0.155
H 3.528 1.478 -0.454
H 3.210 0.481 0.975
H 4.503 -2.568 0.156
H 2.814 -2.733 0.647
H 3.370 -3.470 -0.860
H 0.725 -1.790 0.828
H 0.801 -0.031 0.941
H -0.947 -2.676 1.958
H -2.158 -1.597 2.521
H -2.525 -2.533 1.089
H -3.073 0.089 0.708
H -1.736 1.017 -0.073
F -3.671 1.467 7.038
C -3.999 1.515 5.698
C -5.317 1.148 5.410
C -5.589 1.014 4.049
C -4.597 1.159 3.065
C -3.250 1.379 3.323
C -2.267 1.358 2.101
C -0.904 1.710 2.618
C -0.146 2.668 1.945
C 1.239 2.701 2.109
C 1.861 1.829 3.005
C 1.071 0.948 3.757
C -0.306 0.917 3.606
C -2.985 1.652 4.719
H -6.075 0.929 6.178
H -6.609 0.763 3.769
H -4.938 1.090 2.035
H -2.621 2.183 1.401
H -0.591 3.392 1.255
H 1.833 3.440 1.542
H 2.930 1.815 3.233
H 1.542 0.275 4.466
H -0.880 0.208 4.193
H -1.966 1.783 5.101
*
```

The strongest force on any atom comes out at 0.05835 Eh/bohr. For the HOMO-LUMO gap, the calculation gives 6.2 eV.

Löwdin atomic charge list, values in e, 4 entries:
1. C -0.21
2. Si 0.39
3. C -0.22
4. C -0.21

=====

A molecular structure, C26H45AlBrO18 at a distorted geometry, computed with ωB97M-V with the def2-TZVPD basis set.

```
! wB97M-V def2-TZVPD RIJCOSX def2/J DEFGRID3
* xyz -1 1
C 1.058 0.297 -3.503
C 1.023 1.813 -3.284
O -0.285 2.302 -3.104
C -0.792 3.097 -4.203
Al -1.938 2.182 -5.615
Br -2.118 -0.190 -5.353
O -3.601 2.856 -5.728
C -4.169 3.336 -4.547
C -5.514 2.674 -4.209
C -5.534 1.176 -4.504
O -5.741 2.864 -2.781
H 1.011 0.033 -4.559
H 1.884 -0.189 -2.989
H 0.132 -0.096 -3.073
H 1.564 2.321 -4.088
H 1.583 2.022 -2.362
H 0.021 3.623 -4.723
H -1.387 3.897 -3.738
H -1.232 2.445 -7.050
H -4.389 4.410 -4.692
H -3.526 3.278 -3.658
H -6.352 3.170 -4.702
H -4.537 0.755 -4.367
H -5.884 0.976 -5.514
H -6.191 0.674 -3.785
H -5.357 2.084 -2.367
C -5.693 -5.805 -3.105
C -5.428 -4.321 -3.063
C -6.151 -3.511 -4.115
O -5.296 -2.379 -4.261
C -4.029 -2.775 -3.941
O -3.060 -2.130 -4.130
O -4.061 -4.028 -3.377
H -5.000 -6.334 -2.451
H -6.713 -6.022 -2.787
H -5.547 -6.197 -4.112
H -5.630 -3.931 -2.060
H -7.148 -3.201 -3.810
H -6.210 -4.027 -5.077
C 4.189 -2.425 1.560
C 4.201 -1.138 0.778
C 2.839 -0.602 0.430
O 3.108 0.164 -0.754
C 4.187 -0.399 -1.353
O 4.576 -0.135 -2.441
O 4.771 -1.318 -0.529
H 5.192 -2.851 1.615
H 3.821 -2.254 2.571
H 3.553 -3.170 1.081
H 4.799 -0.382 1.300
H 2.420 0.028 1.210
H 2.123 -1.386 0.175
C -6.771 5.465 -1.849
C -8.088 6.034 -1.389
C -8.925 5.096 -0.556
O -10.254 5.584 -0.803
C -10.246 6.161 -2.032
O -11.223 6.506 -2.615
O -8.983 6.285 -2.495
H -6.315 6.119 -2.594
H -6.083 5.357 -1.011
H -6.899 4.491 -2.319
H -7.932 6.987 -0.873
H -8.692 5.138 0.505
H -8.867 4.062 -0.901
C 5.816 -1.239 6.608
C 5.224 -0.584 5.390
C 4.798 0.853 5.573
O 3.769 0.985 4.583
C 3.226 -0.243 4.402
O 2.232 -0.452 3.784
O 3.968 -1.193 5.019
H 5.917 -2.311 6.451
H 6.795 -0.824 6.826
H 5.172 -1.101 7.480
H 5.906 -0.688 4.543
H 5.599 1.565 5.392
H 4.357 1.044 6.554
C 10.666 -5.277 7.637
C 10.272 -3.840 7.412
C 9.002 -3.406 8.106
O 8.558 -2.334 7.262
C 9.031 -2.584 6.013
O 8.696 -1.990 5.042
O 9.928 -3.599 6.035
H 11.472 -5.560 6.961
H 11.000 -5.426 8.664
H 9.829 -5.946 7.438
H 11.104 -3.177 7.667
H 9.164 -3.055 9.122
H 8.233 -4.183 8.109
*
```

The strongest force on any atom comes out at 0.04425 Eh/bohr. For the HOMO-LUMO gap, the calculation gives 5.2 eV.

Löwdin atomic charge list, values in e, 4 entries:
1. C -0.09
2. C -0.30
3. O -0.25
4. C -0.27

=====

A molecular structure, C26H45BFInN5O2, computed with ωB97M-V with the def2-TZVPD basis set.

```
! wB97M-V def2-TZVPD RIJCOSX def2/J DEFGRID3
* xyz -1 1
C 0.900 -3.451 3.638
C 0.110 -3.575 2.726
In -1.266 -4.008 1.049
C -3.421 -3.950 1.739
C -3.524 -3.969 3.183
O -3.873 -4.848 3.918
F -3.128 -2.784 3.758
B -0.682 -6.097 0.252
O 0.647 -6.285 -0.169
C -1.653 -7.346 0.145
C -2.587 -7.127 -1.069
H 1.644 -3.602 4.385
H -1.014 -2.828 -0.237
H -3.857 -3.027 1.362
H -3.989 -4.791 1.350
H 0.767 -6.019 -1.085
H -2.233 -7.484 1.058
H -1.052 -8.248 -0.015
H -2.768 -6.061 -1.211
H -3.530 -7.658 -0.965
H -2.079 -7.472 -1.970
C -0.623 -0.179 4.005
C -0.659 0.975 3.012
C -2.076 1.285 2.518
C -2.629 0.190 1.724
N -3.045 -0.669 1.088
H -0.946 -1.116 3.551
H 0.392 -0.336 4.369
H -1.268 0.026 4.865
H -0.016 0.743 2.164
H -0.260 1.880 3.480
H -2.076 2.188 1.903
H -2.737 1.476 3.366
C -5.486 -2.096 -1.727
C -4.496 -1.254 -2.522
C -3.748 -2.067 -3.586
C -2.883 -3.067 -2.967
N -2.166 -3.770 -2.413
H -4.973 -2.873 -1.159
H -6.032 -1.475 -1.017
H -6.214 -2.574 -2.387
H -3.778 -0.798 -1.838
H -5.025 -0.439 -3.024
H -3.134 -1.407 -4.200
H -4.453 -2.563 -4.257
C 0.286 0.402 -0.736
C 0.721 0.548 -2.186
C 2.042 1.313 -2.330
C 1.936 2.712 -1.920
N 1.857 3.810 -1.595
H 0.070 1.373 -0.280
H -0.610 -0.216 -0.673
H 1.070 -0.079 -0.153
H -0.061 1.042 -2.768
H 0.860 -0.443 -2.621
H 2.387 1.289 -3.366
H 2.814 0.831 -1.725
C 5.855 1.097 2.846
C 5.432 1.549 1.453
C 3.954 1.947 1.384
C 3.067 0.806 1.610
N 2.372 -0.091 1.785
H 5.319 0.197 3.149
H 6.921 0.875 2.870
H 5.658 1.876 3.586
H 5.631 0.753 0.733
H 6.031 2.410 1.150
H 3.723 2.377 0.407
H 3.734 2.718 2.124
C 2.991 6.877 -2.306
C 2.065 8.087 -2.315
C 2.691 9.322 -2.973
C 3.826 9.846 -2.214
N 4.711 10.257 -1.609
H 3.884 7.068 -1.708
H 2.483 6.012 -1.886
H 3.307 6.621 -3.319
H 1.765 8.329 -1.294
H 1.154 7.840 -2.862
H 1.949 10.118 -3.064
H 3.025 9.081 -3.983
*
```

The strongest force on any atom comes out at 0.01139 Eh/bohr. For the HOMO-LUMO gap, the calculation gives 5.8 eV. The value obtained for the energy above the lowest of the compared OMol25 structures with the same formula, charge and spin is 0.000 eV.

Löwdin atomic charge list, values in e, 4 entries:
1. C -0.10
2. C -0.26
3. In 0.56
4. C -0.20

=====

> Which formula does entry 1 have?

C26H44ClNO3P